No. 1
Here is 2 unconnected molecules or ions with the total composition C7H14N3O5 at a distorted geometry from the Open Molecules 2025 dataset. Energies are from ωB97M-V with the def2-TZVPD basis set.

Cartesian coordinates (Å):
C (-2.077, -2.593, -0.578)
C (0.232, -1.216, -2.402)
C (0.689, 2.454, 2.647)
C (2.525, 0.777, -0.354)
C (-0.928, -1.770, -0.019)
C (-0.065, 1.135, 2.189)
C (-0.622, -0.575, -0.978)
N (-1.760, 0.133, -1.453)
N (0.376, 0.342, -0.537)
N (1.484, -0.149, 0.027)
O (-2.086, -3.795, -0.506)
O (-0.322, -0.809, -3.409)
O (-3.056, -1.916, -1.126)
O (1.151, -1.921, -2.073)
O (-0.604, 1.262, 0.937)
H (1.536, 2.836, 1.923)
H (0.023, 3.186, 2.668)
H (1.211, 2.434, 3.580)
H (2.220, 1.781, 0.002)
H (3.386, 0.264, 0.016)
H (2.700, 0.946, -1.457)
H (0.020, -2.219, 0.120)
H (-1.271, -1.290, 0.812)
H (-0.803, 1.021, 3.060)
H (0.790, 0.406, 2.229)
H (-2.834, -0.924, -1.390)
H (-1.840, 1.080, -1.122)
H (1.563, -1.043, -0.355)
H (-1.638, 0.162, -2.453)

Its charge is -1. The HOMO energy (spin up / spin down) is -4.927 / -4.928 eV. Its frontier orbital gap (spin up / spin down) is 8.37 / 8.37 eV. The energy relative to the best compared isomer or geometry (same formula, charge and spin) is 4.2 kJ/mol.

---

No. 2
Here is 2 unconnected molecules or ions with the total composition C17H34BBr4NOPS3 at a distorted geometry from the Open Molecules 2025 dataset. Energies are from ωB97M-V with the def2-TZVPD basis set.

Cartesian coordinates (Å):
C (-2.220, 1.529, 3.260)
C (-1.165, 0.550, 2.701)
C (0.155, 1.320, 2.405)
C (0.674, 1.168, 0.940)
O (0.422, 2.382, 0.281)
B (0.476, 2.272, -1.195)
C (1.920, 1.577, -1.617)
C (1.850, 0.088, -2.034)
C (3.253, -0.569, -1.807)
S (3.158, -2.310, -1.298)
C (3.272, -2.316, 0.463)
S (3.736, -1.012, 1.341)
N (2.902, -3.556, 1.056)
C (3.717, -3.874, 2.238)
C (5.239, -3.921, 1.955)
C (1.493, -3.440, 1.546)
C (0.451, -3.197, 0.450)
P (0.542, 4.179, -1.791)
S (-0.035, 5.410, -0.337)
C (-0.843, 1.555, -1.846)
Br (-2.311, 0.905, -0.733)
C (-1.057, 1.382, -3.135)
C (-2.298, 0.703, -3.698)
Br (0.192, 1.986, -4.472)
H (-3.248, 1.141, 3.254)
H (-2.199, 2.506, 2.764)
H (-1.980, 1.734, 4.315)
H (-0.935, -0.149, 3.521)
H (-1.524, -0.059, 1.868)
H (0.047, 2.396, 2.574)
H (0.928, 0.951, 3.095)
H (1.754, 0.952, 1.042)
H (0.225, 0.282, 0.457)
H (2.686, 1.764, -0.853)
H (2.285, 2.120, -2.508)
H (1.062, -0.477, -1.521)
H (1.664, -0.040, -3.107)
H (3.843, -0.026, -1.063)
H (3.827, -0.535, -2.742)
H (3.472, -3.237, 3.101)
H (3.432, -4.893, 2.540)
H (5.679, -4.893, 2.195)
H (5.702, -3.165, 2.600)
H (5.486, -3.648, 0.925)
H (1.445, -2.657, 2.321)
H (1.264, -4.421, 1.981)
H (0.642, -2.321, -0.170)
H (-0.512, -3.015, 0.949)
H (0.312, -4.087, -0.173)
H (-0.450, 4.318, -2.798)
H (1.827, 4.534, -2.277)
H (-2.395, -0.324, -3.334)
H (-3.194, 1.305, -3.528)
H (-2.182, 0.620, -4.788)
Br (-6.095, 0.234, -2.565)
C (-6.752, 1.605, -1.350)
C (-6.325, 1.335, 0.067)
Br (-7.390, -0.084, 0.875)
H (-7.830, 1.646, -1.472)
H (-6.313, 2.535, -1.707)
H (-6.497, 2.209, 0.692)
H (-5.284, 1.034, 0.147)

Its charge is -1. The HOMO energy is -4.192 eV. Its frontier orbital gap is 6.34 eV.

---

No. 3
Here is a molecular structure, C16H23N3OS at a distorted geometry from the Open Molecules 2025 dataset. Energies are from ωB97M-V with the def2-TZVPD basis set.

Cartesian coordinates (Å):
C (4.390, -1.983, -0.117)
C (3.493, -2.875, 0.531)
C (2.063, -2.250, 0.468)
C (1.760, -1.031, 1.185)
H (0.774, -1.179, 1.585)
H (2.430, -0.956, 2.015)
C (1.645, 0.087, 0.436)
C (0.699, 0.117, -0.939)
N (0.989, 0.207, -2.163)
N (-0.068, -0.052, -2.770)
C (-1.220, -0.026, -1.918)
S (-2.822, -0.421, -2.459)
N (-0.597, -0.344, -0.784)
C (-1.376, -0.236, 0.537)
C (-1.827, 0.776, 1.081)
C (-2.671, 0.591, 2.463)
C (-2.937, -0.810, 2.794)
C (-2.610, -1.809, 2.095)
C (-1.681, -1.492, 0.823)
H (-1.507, -2.405, 0.420)
H (-2.925, -2.750, 2.228)
H (-3.707, -0.680, 3.775)
H (-2.936, 1.601, 2.950)
H (-1.599, 1.824, 1.033)
H (-0.133, 0.197, -4.007)
C (1.659, 1.540, 1.056)
H (2.444, 1.434, 1.730)
H (0.709, 1.635, 1.643)
C (1.415, 2.717, 0.278)
C (1.760, 3.996, 1.038)
H (2.733, 4.146, 1.352)
H (1.601, 4.882, 0.196)
H (1.022, 4.153, 1.785)
O (0.188, 2.628, -0.453)
H (0.109, 3.442, -1.023)
H (2.303, 2.875, -0.584)
H (2.722, 0.256, -0.425)
H (1.261, -3.070, 1.232)
H (1.571, -2.206, -0.531)
H (3.233, -3.732, 0.178)
H (3.732, -3.054, 1.736)
H (5.167, -2.405, -0.018)
H (3.899, -1.827, -1.185)
H (4.428, -1.176, 0.339)

The HOMO energy is -7.508 eV. Its frontier orbital gap is 7.64 eV. The energy relative to the best compared isomer or geometry (same formula, charge and spin) is 1553.3 kJ/mol.

---

No. 4
Here is a molecular structure, C40H50AlClNO2Se from the Open Molecules 2025 dataset. Energies are from ωB97M-V with the def2-TZVPD basis set.

Cartesian coordinates (Å):
Al (-2.021, -1.165, -1.265)
C (5.472, 1.302, -0.699)
C (5.138, -0.194, -0.638)
C (5.512, -0.708, 0.752)
C (5.992, -0.939, -1.671)
C (3.656, -0.403, -0.944)
C (2.767, -0.994, -0.056)
C (1.432, -1.148, -0.391)
Se (0.202, -1.866, 0.889)
C (-0.321, -0.167, 1.615)
C (0.446, 0.351, 2.648)
C (0.175, 1.599, 3.187)
C (-0.914, 2.277, 2.651)
C (-1.725, 1.801, 1.628)
C (-1.404, 0.543, 1.052)
O (-2.118, 0.037, 0.081)
C (-2.891, 2.714, 1.201)
C (-3.842, 2.125, 0.157)
C (-3.745, 3.051, 2.434)
C (-2.312, 4.013, 0.621)
C (1.004, 2.235, 4.300)
C (2.143, 1.324, 4.757)
C (1.615, 3.549, 3.797)
C (0.111, 2.530, 5.511)
C (0.907, -0.722, -1.627)
O (-0.350, -0.927, -1.907)
C (1.799, -0.105, -2.540)
C (3.129, 0.022, -2.159)
C (1.417, 0.459, -3.919)
C (-0.052, 0.291, -4.320)
C (2.260, -0.239, -4.997)
C (1.722, 1.965, -3.938)
H (6.527, 1.469, -0.469)
H (4.869, 1.859, 0.020)
H (5.274, 1.715, -1.688)
H (6.575, -0.534, 0.933)
H (5.326, -1.778, 0.848)
H (4.950, -0.195, 1.533)
H (7.055, -0.802, -1.460)
H (5.799, -0.577, -2.682)
H (5.771, -2.007, -1.655)
H (3.089, -1.339, 0.915)
H (1.268, -0.249, 3.011)
H (-1.148, 3.254, 3.055)
H (-4.283, 1.184, 0.479)
H (-3.347, 1.932, -0.789)
H (-4.649, 2.844, -0.012)
H (-4.165, 2.141, 2.865)
H (-4.573, 3.700, 2.140)
H (-3.182, 3.562, 3.214)
H (-1.679, 3.796, -0.240)
H (-1.710, 4.553, 1.354)
H (-3.120, 4.671, 0.294)
H (2.832, 1.105, 3.940)
H (1.769, 0.376, 5.146)
H (2.709, 1.814, 5.552)
H (2.255, 3.367, 2.933)
H (2.216, 4.017, 4.580)
H (0.842, 4.256, 3.495)
H (-0.352, 1.614, 5.880)
H (-0.689, 3.226, 5.257)
H (0.697, 2.972, 6.320)
H (3.804, 0.498, -2.863)
H (-0.343, -0.756, -4.358)
H (-0.180, 0.725, -5.316)
H (-0.730, 0.791, -3.632)
H (2.080, -1.315, -4.985)
H (3.329, -0.077, -4.856)
H (1.990, 0.141, -5.985)
H (1.147, 2.479, -3.167)
H (1.450, 2.389, -4.907)
H (2.778, 2.171, -3.762)
C (-4.004, -2.777, 2.827)
C (-3.925, -4.148, 2.626)
C (-3.549, -4.629, 1.388)
C (-3.261, -3.721, 0.369)
N (-3.310, -2.410, 0.580)
C (-3.676, -1.948, 1.767)
C (-2.868, -4.096, -1.012)
C (-3.124, -5.380, -1.491)
C (-2.801, -5.714, -2.795)
C (-2.220, -4.754, -3.612)
C (-1.981, -3.478, -3.120)
C (-2.299, -3.099, -1.812)
H (-4.294, -2.357, 3.780)
H (-4.148, -4.836, 3.433)
H (-3.464, -5.692, 1.215)
H (-3.699, -0.871, 1.865)
H (-3.604, -6.120, -0.862)
H (-3.010, -6.707, -3.171)
H (-1.957, -5.002, -4.634)
H (-1.522, -2.751, -3.781)
Cl (-4.861, -0.854, -1.815)
C (-3.248, -0.298, -2.600)
H (-3.353, 0.783, -2.693)
H (-3.281, -0.737, -3.597)

Its charge is -1. The HOMO energy is -4.790 eV. Its frontier orbital gap is 7.21 eV. The energy relative to the best compared isomer or geometry (same formula, charge and spin) is 42.8 kJ/mol.

---

no.,E (Eh)
1,-815.545109
2,-12655.035524
3,-1260.652094
4,-4863.755581